# C5H15N2

The ion C5H15N2 with charge +1 at a distorted geometry (ωB97M-V with the def2-TZVPD basis set, the Open Molecules 2025 dataset).

Structure (XYZ):
```
22
Properties=species:S:1:pos:R:3:forces:R:3:mulliken_charge:R:1
N 0.5729 0.6131 -0.4290 1.76 -1.32 -0.52 -0.3747
N -1.3550 -1.0293 0.3957 -1.24 4.31 -2.16 -0.2384
C -0.7471 -0.1452 1.4708 2.02 -3.86 1.94 -0.8284
C 2.0792 0.6672 -0.7483 -1.68 0.08 -1.14 -0.5548
C 2.4213 -0.6023 -1.5559 0.08 0.86 0.25 -1.1266
C -2.8230 -0.4130 0.1894 3.29 1.09 0.41 -0.8081
C 0.0477 1.0040 0.8219 -2.22 4.04 0.72 -0.2813
H -1.5228 -2.0112 0.3667 0.69 -0.99 1.29 0.3477
H 2.3169 -1.5700 -1.1062 -0.61 -0.24 1.11 0.3017
H -2.6553 0.7094 0.1375 -0.48 -1.47 -1.23 0.2827
H 2.6494 0.9443 0.0877 0.65 -0.46 1.68 0.4536
H -1.5062 0.0277 2.2722 0.89 0.32 -0.79 0.4029
H 1.6664 -0.5369 -2.3179 0.16 -0.44 -1.01 0.3161
H 2.1904 1.5943 -1.3462 0.08 -0.76 -0.29 0.2993
H -3.2411 -0.4516 1.1630 -0.75 -0.86 0.78 0.4076
H -0.8262 1.8107 0.6332 2.05 -1.27 0.27 0.2394
H 3.4352 -0.7042 -1.9314 0.04 0.84 -0.44 0.3683
H 0.8346 1.6272 1.4255 -1.64 -1.82 -0.34 0.3850
H -3.2977 -1.0288 -0.5417 -0.65 0.46 -0.67 0.3420
H 0.1166 1.1117 -1.1426 -0.49 0.61 -1.03 0.3013
H 0.0068 -0.8966 1.8375 -0.44 1.03 0.58 0.3427
H -0.5604 -0.7776 -0.3717 -1.51 -0.17 0.58 0.4219
```
Positions in Å, forces in eV/Å.

## Properties
Energy = -8399.8916 eV
SMILES = CCNCC[NH2+]C
Energy relative to the best compared isomer or geometry (same formula, charge and spin) = 268.7 kJ/mol
E_HOMO = -0.5093 hartree
Gap between HOMO and LUMO = 0.403 Ha
Strongest force on any atom = 5.0 eV/A
Molecular weight = 103.2 g/mol
Charge = +1